A molecular structure, C35H60F24N7O16S8 at a distorted geometry, computed with wB97M-V/def2-TZVPD.

Properties
* Kohn-Sham gap: 9.4 eV
* energy above the lowest of the compared OMol25 structures with the same formula, charge and spin: 0.000 eV

```
! RIJCOSX wB97M-V def2-TZVPD def2/J DEFGRID3
* xyz -1 1
C -8.10969 -2.39868 -0.32780
C -7.92596 -0.93231 -0.52030
C -6.94806 -0.59609 -1.67057
C -6.95264 0.92209 -1.74715
N -5.92322 1.52114 -2.70152
C -6.11850 1.32389 -4.17142
C -5.18644 2.32260 -4.72968
C -5.17659 3.49527 -3.79727
C -5.89928 2.99821 -2.52265
C -4.60361 0.91132 -2.35652
H -7.18895 -2.98890 -0.36920
H -8.73537 -2.83997 -1.18954
H -8.60453 -2.62904 0.58317
H -7.71613 -0.47526 0.46496
H -8.88682 -0.43185 -0.62223
H -7.40259 -0.99565 -2.55215
H -5.97209 -1.04760 -1.48695
H -6.76017 1.35094 -0.75835
H -8.00534 1.25052 -1.89629
H -5.86506 0.29202 -4.48511
H -7.20531 1.50839 -4.45842
H -4.18418 1.86911 -4.83575
H -5.41315 2.60072 -5.71138
H -4.15826 3.94900 -3.69215
H -5.79421 4.28252 -4.15463
H -5.46265 3.30802 -1.54948
H -6.92459 3.35460 -2.63637
H -4.59977 0.73972 -1.24068
H -3.82035 1.64567 -2.58690
H -4.37028 -0.02165 -2.92854
C 5.17093 -2.02381 4.40654
C 4.71587 -0.85570 3.50160
C 5.61105 -0.64022 2.26681
C 6.74272 0.43137 2.58478
N 7.50861 1.09177 1.43262
C 6.59931 1.93983 0.49463
C 7.50776 2.22278 -0.71580
C 8.54482 1.05103 -0.73923
C 8.17414 0.20565 0.44284
C 8.48938 1.96238 2.13187
H 5.21993 -2.93271 3.80509
H 4.55301 -2.23371 5.31309
H 6.10274 -1.79086 4.82803
H 4.62680 0.07954 4.08972
H 3.74472 -0.97812 2.94967
H 4.92661 -0.24836 1.45919
H 6.02371 -1.53450 1.86640
H 7.57045 -0.03571 3.17060
H 6.30834 1.24259 3.18999
H 6.24273 2.80107 0.95123
H 5.69024 1.32427 0.31405
H 7.97145 3.20274 -0.64744
H 6.89396 2.17669 -1.65014
H 9.56071 1.34163 -0.73794
H 8.42220 0.53745 -1.66782
H 9.03775 -0.30068 0.92638
H 7.45190 -0.52080 0.22040
H 9.12608 2.47852 1.40057
H 9.07452 1.24387 2.72651
H 7.96446 2.63108 2.79929
C 1.94431 1.36693 4.55579
C 1.16786 1.62014 3.30596
C 0.94841 0.30023 2.53195
C -0.17566 0.36131 1.56568
N -0.68787 -0.85499 0.92473
C -1.83462 -0.54961 0.02809
C -2.52763 -1.89196 -0.10746
C -2.22100 -2.70315 1.20198
C -1.30312 -1.83457 1.97313
C 0.39888 -1.57236 0.20247
H 2.96609 1.08873 4.30341
H 1.38503 0.55263 5.09864
H 1.93099 2.18334 5.26004
H 1.64505 2.34802 2.68592
H 0.14215 1.96349 3.51942
H 0.71311 -0.46313 3.31674
H 1.84787 -0.18102 2.12930
H 0.07349 1.07452 0.79717
H -1.09013 0.76397 2.01987
H -1.40791 -0.06992 -0.90568
H -2.48171 0.00499 0.68476
H -2.14608 -2.46280 -0.94529
H -3.51875 -1.58572 -0.46961
H -1.82624 -3.67669 0.94984
H -3.06369 -2.82847 1.90142
H -0.48574 -2.34337 2.48049
H -1.86224 -1.13696 2.62397
H 0.80783 -1.09356 -0.65502
H -0.06590 -2.47072 -0.27449
H 1.15665 -1.80137 0.91881
C -5.99480 1.63196 2.51611
F -7.04765 1.91769 1.70031
F -5.64897 2.67090 3.20359
F -6.44339 0.67263 3.38641
S -4.45701 1.04058 1.60067
O -3.51959 0.85744 2.69778
O -4.91955 -0.05106 0.74791
N -4.01392 2.25414 0.69675
S -2.88495 3.33358 1.12251
O -3.39513 4.39280 1.97988
O -1.57807 2.91462 1.40950
C -2.64372 4.28133 -0.40843
F -2.00707 3.44576 -1.22388
F -3.70576 4.76126 -1.03440
F -1.80488 5.26705 -0.28350
C 3.68587 1.32158 -2.86647
F 4.67391 0.52659 -2.37319
F 3.53109 1.06960 -4.18986
F 2.55931 1.03697 -2.28468
S 4.06001 3.16848 -2.63567
O 5.26206 3.33205 -3.40121
O 2.93419 3.89918 -3.08471
N 4.39982 3.13765 -1.03732
S 3.32519 3.42755 0.07861
O 1.92485 3.26993 -0.27381
O 3.81919 2.82209 1.26576
C 3.37572 5.26558 0.17460
F 2.99327 5.62012 1.34375
F 4.55167 5.76430 -0.08631
F 2.56129 5.80510 -0.67358
C -3.38752 -3.24913 -5.77140
F -3.36454 -2.84499 -6.97005
F -4.51836 -3.90331 -5.53153
F -2.40795 -4.18584 -5.55914
S -3.35826 -1.73889 -4.65147
O -4.35448 -0.92057 -5.37137
O -3.63770 -2.17835 -3.28198
N -1.94827 -1.29245 -4.99744
S -0.73847 -0.62005 -4.26430
O 0.09706 0.17232 -5.15775
O -1.09029 -0.04004 -2.98262
C 0.23606 -2.06959 -3.87979
F 1.43350 -1.74036 -3.37802
F -0.38788 -2.88639 -3.01243
F 0.47940 -2.84396 -4.94006
C 0.93348 -6.20657 4.92111
F 1.46455 -5.15065 5.46311
F 1.78260 -7.27333 4.92886
F -0.19661 -6.51230 5.57103
S 0.55077 -6.01517 3.08421
O -0.02761 -7.28198 2.88650
O -0.31608 -4.82908 3.05997
N 2.01164 -5.93753 2.43854
S 2.76530 -4.64359 2.16539
O 2.10494 -3.39285 2.39255
O 4.14376 -4.73634 2.63492
C 2.95450 -4.66831 0.37483
F 1.77660 -4.58960 -0.29154
F 3.78175 -3.69181 0.00448
F 3.53255 -5.85251 -0.03640
*
```

---

2 unconnected molecules or ions with the total composition C5H12N2O2 at a distorted geometry, computed with wB97M-V/def2-TZVPD.

Properties
* Kohn-Sham gap: 7.0 eV
* energy above the lowest of the compared OMol25 structures with the same formula, charge and spin: 3.812 eV

```
! RIJCOSX wB97M-V def2-TZVPD def2/J DEFGRID3
* xyz 0 1
C 0.00391 0.83260 1.08146
C -0.94110 -1.11546 -0.30376
C 1.15958 0.62619 0.17142
C 1.16253 -0.75364 -2.01518
C 0.45468 0.26741 -1.15104
N -0.90956 1.74314 0.74484
N -0.05030 0.23471 2.30180
O -2.11720 -0.90121 0.47039
O -0.19659 1.20986 -1.69979
H -1.87284 -1.00683 1.39661
H -0.87492 1.87266 -0.34161
H -1.84161 1.56016 1.10540
H -0.64017 0.62961 3.01652
H 0.73977 -0.30217 2.61566
H -1.29486 -1.30582 -1.31427
H -0.36708 -1.97567 0.06531
H 1.76043 1.54007 0.05942
H 1.78998 -0.18740 0.53080
H 1.47162 -1.63729 -1.45672
H 0.51059 -1.04998 -2.83573
H 2.05313 -0.28095 -2.44154
*
```

---

A molecular structure, C2H2N2O at a distorted geometry, computed with wB97M-V/def2-TZVPD.

Properties
* Kohn-Sham gap (spin up / spin down): 7.6 / 7.6 eV
* energy above the lowest of the compared OMol25 structures with the same formula, charge and spin: 9.651 eV

```
! RIJCOSX wB97M-V def2-TZVPD def2/J DEFGRID3
* xyz 0 1
C 0.87183 -0.71419 0.04107
C 0.26015 0.69418 -0.04380
N -0.26463 -1.29559 -0.04129
N -0.82144 0.02073 -0.12298
O -2.57632 0.61653 0.02736
H 1.79202 -1.02077 0.49618
H 0.73838 1.69911 -0.35653
*
```

---

A gas-phase ion, C3H8NO3 (charge +1) at a distorted geometry, computed with wB97M-V/def2-TZVPD.

Properties
* SMILES string: [NH3+][C@@H](O)C(=O)CO
* Kohn-Sham gap: 11.4 eV
* energy above the lowest of the compared OMol25 structures with the same formula, charge and spin: 1.667 eV

```
! RIJCOSX wB97M-V def2-TZVPD def2/J DEFGRID3
* xyz 1 1
N 0.31447 -1.19644 0.75720
C 1.33185 -0.05564 0.43920
O 2.51630 -0.58074 0.07645
C 0.70816 0.76525 -0.70686
O 1.33014 0.83250 -1.72468
C -0.66116 1.34223 -0.62701
O -1.35612 0.71697 0.44732
H 0.14993 -1.85974 -0.04543
H 0.75683 -1.93682 1.36456
H -0.50698 -0.56576 1.09755
H 1.52160 0.40223 1.46526
H 2.49396 -0.43166 -0.91294
H -1.09312 1.06098 -1.57477
H -0.50913 2.41714 -0.37314
H -2.15980 1.11086 0.47271
*
```

---

A gas-phase ion, CHClFO3 (charge +1) at a distorted geometry, computed with wB97M-V/def2-TZVPD.

Properties
* Kohn-Sham gap (spin up / spin down): 9.3 / 9.3 eV
* energy above the lowest of the compared OMol25 structures with the same formula, charge and spin: 3.079 eV

```
! RIJCOSX wB97M-V def2-TZVPD def2/J DEFGRID3
* xyz 1 1
C 1.10463 -0.10472 -0.16788
O -2.68258 -0.01582 0.56931
O -0.55952 -0.16181 0.44413
O -1.71422 -0.00302 -0.09584
F 1.00287 -0.20464 -1.46505
Cl 1.49369 1.43360 0.34233
H 1.35514 -0.94360 0.37301
*
```

---

A molecular structure, C13H28N6NiO6S at a distorted geometry, computed with wB97M-V/def2-TZVPD.

Properties
* Kohn-Sham gap (spin up / spin down): 6.2 / 5.7 eV
* energy above the lowest of the compared OMol25 structures with the same formula, charge and spin: 0.000 eV

```
! RIJCOSX wB97M-V def2-TZVPD def2/J DEFGRID3
* xyz 0 3
O -2.66523 -1.95480 -2.03399
H -2.87847 -2.38284 -2.87691
Ni -0.70887 0.06109 -0.30887
N -0.66136 -0.92031 1.34728
N -2.58441 -0.15302 -0.02027
N 1.11760 -0.27996 -0.77359
N -0.76335 0.25999 -2.20438
O 0.42663 -1.21265 2.00566
O 2.05321 -0.72599 0.09478
O -1.86942 0.61339 -2.87841
O -3.44555 0.42597 -0.77099
C -2.96256 -0.75268 1.14057
C -1.85910 -1.13341 1.94910
C 1.51403 -0.05903 -2.03715
C 0.39363 0.23173 -2.88504
C -1.91519 -1.61817 3.34631
H -1.44621 -0.89221 4.02713
H -1.38030 -2.57244 3.44599
H -2.95369 -1.75561 3.66282
C -4.40284 -0.87713 1.47188
H -4.96202 -1.22974 0.59563
H -4.82813 0.08463 1.79615
H -4.54577 -1.59378 2.28734
C 2.94571 0.00015 -2.43379
C 0.49580 0.53748 -4.32884
H 3.56827 -0.62652 -1.78716
H 3.32379 1.03164 -2.35888
H 3.08331 -0.31420 -3.47412
H -0.49894 0.60184 -4.78200
H 1.09093 -0.24751 -4.81547
H 1.02671 1.49049 -4.46637
H 1.46538 -0.98816 0.91602
H -2.59626 0.57320 -2.15412
C -1.49756 -2.61425 -1.49693
H -1.56870 -2.63091 -0.40581
H -0.58595 -2.08332 -1.79403
H -1.43699 -3.64908 -1.85661
O 0.44552 -4.80498 -0.68280
H 1.33188 -4.66033 -1.06804
H 0.57909 -4.73473 0.27644
S -0.97868 2.01577 0.69917
C 0.63853 2.33180 1.22733
N 1.28572 1.58139 2.12488
C 2.55272 1.94316 2.74062
C 2.94139 3.37551 2.43743
C 2.62738 3.75907 1.00632
N 1.23891 3.40829 0.72495
H 0.88197 0.66397 2.36379
H 3.33084 1.25097 2.38999
H 2.43922 1.79929 3.82006
H 4.01067 3.50037 2.61756
H 2.40966 4.04745 3.11913
H 3.29171 3.23962 0.30094
H 2.72580 4.83414 0.84533
H 0.75952 3.80532 -0.08603
*
```

---

A molecular structure, C23H49N3O11Zr2 at a distorted geometry, computed with wB97M-V/def2-TZVPD.

Properties
* Kohn-Sham gap: 2.9 eV

```
! RIJCOSX wB97M-V def2-TZVPD def2/J DEFGRID3
* xyz 4 1
Zr -1.98276 -2.45075 -1.05360
Zr -2.83261 1.36165 -0.46722
C -1.04007 -0.00357 -2.36506
O -0.60261 -1.25242 -2.24962
O -0.95631 1.00383 -1.57659
O -2.23817 -0.33029 -1.93890
C -1.93189 -0.84659 1.32883
O -2.85274 -1.08420 0.43923
O -1.73363 0.43754 1.12271
O -1.04001 -1.58708 0.70511
C 0.31465 -5.58310 -4.93314
O 0.66286 -5.26118 -3.58828
C 0.74616 -3.87942 -3.33793
C 0.98135 -3.66447 -1.86113
N -0.23843 -4.00733 -1.07901
C 0.15402 -4.32806 0.31651
C -1.08236 -4.78220 1.09359
O -2.18816 -3.94660 0.74313
C -3.38513 -4.17841 1.51333
H -0.48787 -4.96210 -5.33202
H -0.01232 -6.62289 -4.92473
H 1.18307 -5.62009 -5.59399
H -0.14674 -3.35656 -3.71291
H 1.64582 -3.54291 -3.86471
H 1.31770 -2.64902 -1.65109
H 1.87587 -4.27962 -1.71419
H -0.33395 -4.97391 -1.42921
H 0.59951 -3.51488 0.89139
H 0.94746 -5.07623 0.28243
H -0.75544 -4.64905 2.12875
H -1.33149 -5.84188 1.00994
H -4.10823 -3.42388 1.20596
H -3.20390 -4.19170 2.58698
H -3.83521 -5.14224 1.26307
C -3.85483 3.52506 2.87481
O -2.82668 2.97522 2.03157
C -1.63688 3.78131 1.98767
C -0.89299 3.53627 0.71059
N -1.93569 3.42592 -0.36767
C -1.30508 3.91761 -1.65416
C -2.33448 3.76455 -2.74229
O -2.85587 2.40933 -2.78759
C -3.63943 2.23149 -4.00799
H -4.12036 4.57149 2.72644
H -3.64120 3.27460 3.91302
H -4.78619 2.99319 2.66595
H -0.97336 3.55670 2.82730
H -1.85293 4.84286 2.13827
H -0.28547 2.63544 0.81487
H -0.31670 4.42469 0.45755
H -2.49587 4.26667 -0.19584
H -0.33852 3.43934 -1.80766
H -1.06375 4.98054 -1.57123
H -1.90796 4.06655 -3.69931
H -3.18714 4.41840 -2.53646
H -4.58468 2.77301 -4.00752
H -3.83712 1.16181 -3.90515
H -3.04156 2.44828 -4.88979
C 2.36274 1.05938 -1.05760
C 3.11401 0.89417 0.26368
C 3.58823 2.37009 0.58054
C 3.95056 2.57472 2.04181
C 2.78877 2.24288 2.96827
C 2.32923 0.79066 2.75035
N 2.17947 0.49834 1.32790
O 1.83454 -0.84584 1.12633
C 3.27834 -0.15480 3.52246
C 0.92698 0.68240 3.36703
C 4.32156 -0.03642 0.08128
H 3.05794 1.31025 -1.85922
H 1.58663 1.81346 -0.94460
H 1.93567 0.12531 -1.44355
H 4.57902 2.36754 0.12143
H 2.97581 3.19358 0.21947
H 4.26684 3.59789 2.24275
H 4.72606 1.90913 2.43052
H 2.01085 2.98121 2.72865
H 2.98635 2.28941 4.03734
H 2.85337 -1.15816 3.46728
H 4.27916 -0.13307 3.09741
H 3.32858 0.05613 4.58937
H 0.19928 1.19687 2.73129
H 0.51855 -0.33000 3.43718
H 0.86010 1.15095 4.34777
H 3.90489 -1.01308 -0.16451
H 5.04903 -0.03943 0.89121
H 4.93573 0.22657 -0.78241
H 0.87801 -0.81086 0.94760
*
```

---

3 unconnected molecules or ions with the total composition C3H12N2O2, computed with wB97M-V/def2-TZVPD.

Properties
* SMILES string: CC/N=C\N.O.O
* Kohn-Sham gap: 9.5 eV
* energy above the lowest of the compared OMol25 structures with the same formula, charge and spin: 0.540 eV

```
! RIJCOSX wB97M-V def2-TZVPD def2/J DEFGRID3
* xyz 0 1
C 0.10198 2.06678 -0.04853
C 0.25367 0.56348 0.11516
N -1.02069 -0.10743 -0.09405
C -1.03916 -1.37065 0.04200
N -0.01556 -2.19830 0.39221
H -0.66432 2.43287 0.63338
H -0.20730 2.31177 -1.06094
H 1.03963 2.58558 0.17644
H 0.64234 0.34481 1.11260
H 1.00542 0.18102 -0.58658
H -1.98645 -1.88672 -0.09966
H 0.93993 -1.87178 0.43724
H -0.17863 -3.18453 0.30700
O 2.96290 -1.40141 0.75062
H 3.62149 -1.27897 0.05682
H 3.40976 -1.08651 1.54398
O -3.21167 1.49607 -1.00063
H -2.46233 0.92852 -0.71011
H -3.19101 1.47540 -1.96696
*
```